Computed, not measured: C14H39N4O8V as an isolated structure at a distorted geometry, with ωB97M-V/def2-TZVPD.

Each line ends with the Mulliken charge.
CARTESIAN COORDINATES (ANGSTROEM)
1 O 2.10439 1.57958 0.71720  -0.835
2 V 0.64614 1.01106 1.07086  1.478
3 O -0.61596 1.72288 0.30868  -1.051
4 C 1.52470 -3.04477 1.93801  -1.564
5 C 0.14497 -2.33713 1.78087  1.117
6 C -1.09435 -3.06492 2.49147  -1.692
7 O 0.24410 -0.96360 1.92481  -0.558
8 H 2.26887 -2.46838 1.38837  0.287
9 H 1.55791 -4.11673 1.74332  0.440
10 H 1.90022 -2.97491 2.95889  0.465
11 H -0.23183 -2.61418 0.79630  -0.072
12 H -1.05989 -3.32493 3.54944  0.335
13 H -1.33679 -4.03178 2.05044  0.445
14 H -2.04909 -2.58706 2.27193  0.379
15 C 3.25700 -0.38617 4.10399  0.410
16 O 4.16970 0.11428 4.70862  -0.718
17 N 3.26473 -0.36641 2.78361  -0.038
18 N 2.07607 -0.89956 4.53859  -0.344
19 H 2.92934 -1.26696 2.47278  -0.165
20 H 4.05382 0.08035 2.33881  0.155
21 H 2.13610 -1.03333 5.53789  0.206
22 H 1.41217 -1.44082 4.00344  0.107
23 C 0.45851 2.81310 4.06336  0.546
24 O 0.64495 2.32303 2.90662  -0.724
25 N 0.94716 2.22512 5.06818  -0.314
26 N -0.31115 3.83810 4.35219  -0.416
27 H 1.18427 1.27916 4.80540  0.232
28 H 1.25785 2.70196 5.90257  0.219
29 H -0.34061 4.12731 5.31945  0.132
30 H -0.78124 4.43199 3.68405  0.235
31 C 1.46321 -1.29887 -3.11996  -1.278
32 C 1.80979 -1.11776 -1.61302  0.534
33 C 3.17334 -0.42320 -1.40221  -1.103
34 O 0.89499 -0.23187 -0.97395  0.582
35 H 2.21959 -1.86890 -3.65945  0.456
36 H 1.42027 -0.30583 -3.56733  0.213
37 H 0.52830 -1.83598 -3.27978  0.282
38 H 1.69691 -2.05235 -1.06356  0.092
39 H 3.35591 0.60147 -1.72598  0.338
40 H 3.95231 -1.08694 -1.77739  0.425
41 H 3.31291 -0.36772 -0.32261  -0.045
42 H 0.01916 -0.51702 -1.24453  -0.187
43 C -2.35808 2.34572 -4.53913  -1.265
44 C -0.89095 2.59634 -4.23151  0.284
45 C -0.75270 3.57799 -3.02598  -1.188
46 O -0.55998 1.26995 -3.86883  -0.423
47 H -2.76914 3.16792 -5.12489  0.452
48 H -2.99129 2.42500 -3.65546  0.260
49 H -2.50898 1.49972 -5.20965  0.332
50 H -0.28758 2.86515 -5.09856  0.389
51 H 0.22622 4.05102 -2.94819  0.267
52 H -1.09500 3.12842 -2.09387  0.248
53 H -1.51142 4.35522 -3.11744  0.403
54 H -0.92707 1.14188 -2.99109  0.141
55 C -3.37383 -1.73293 -0.68699  -1.297
56 C -2.61470 -1.20378 -1.89930  0.526
57 C -3.51476 -0.76940 -3.02325  -1.566
58 O -1.85247 -0.09214 -1.66225  0.074
59 H -3.86389 -2.68939 -0.86900  0.414
60 H -4.17320 -1.03539 -0.43690  0.360
61 H -2.59515 -1.89755 0.05777  0.177
62 H -1.94225 -2.02498 -2.14738  0.236
63 H -4.18224 0.08966 -2.95539  0.285
64 H -4.18902 -1.62017 -3.12152  0.514
65 H -3.02498 -0.75101 -3.99684  0.246
66 H -2.45630 0.48142 -1.18473  0.123

Results
highest occupied orbital energy (alpha / beta): -2.38 / -4.21 eV
LUMO level (alpha / beta): 2.686 / 2.678 eV
charge: -1
2S+1: 2